Entry from the Open Molecules 2025 dataset: the molecule C2H3N3O2 at a distorted geometry (ωB97M-V/def2-TZVPD).

Each line ends with the Mulliken charge.
Atoms and positions in Å:
H1 -2.16 1.82 0.02  0.2020
N1 -1.45 1.62 0.60  -0.6987
C1 -0.70 0.55 0.21  0.5853
N2 -0.63 -0.18 -0.94  0.0805
N3 0.53 -0.97 -1.15  -0.5329
C2 1.10 -0.74 -0.03  0.5665
O1 2.07 -1.26 0.62  -0.4635
O2 0.25 -0.02 0.92  -0.3807
H2 -1.48 -0.34 -1.46  0.2369
H3 2.47 -0.49 1.22  0.4046

Properties
Highest occupied orbital energy, eV: -8.78
Energy relative to the best compared isomer or geometry (same formula, charge and spin), kJ/mol: 303.8
Multiplicity: 1
Calculated total energy, a.u.: -392.6778
Maximum force, hartree/bohr: 0.1565
E_LUMO, eV: 0.258
SMILES string: [H]/N=c1\[nH]nc(O)o1